1.
The molecule C5H7NO in a non-equilibrium geometry, computed with the ωB97M-V functional and the def2-TZVPD basis.

Results
* energy: -8835.467 eV
* spin multiplicity: 1
* energy above the lowest of the compared OMol25 structures with the same formula, charge and spin: 17.0 kcal per mole
* HOMO: -10.511 eV
* Kohn-Sham gap: 11.270 eV
* structure (SMILES): C[C@H](C#N)CC=O

Geometry (Å):
C1 0.2909 -1.4709 0.5960
C2 -0.2011 -0.4298 -0.4179
C3 0.2995 0.9866 -0.0899
C4 -0.6737 1.7580 0.7714
O1 -1.7503 1.3388 1.1220
C5 0.1916 -0.8087 -1.7826
N1 0.5029 -1.0943 -2.8598
H1 -0.1062 -2.4629 0.3640
H2 -0.0420 -1.1919 1.6004
H3 1.3847 -1.5294 0.5913
H4 -1.2969 -0.4053 -0.3878
H5 1.2678 0.9536 0.4283
H6 0.4722 1.5808 -0.9968
H7 -0.3392 2.7754 1.0615

2.
The molecule C5H7NO in a non-equilibrium geometry, computed with the ωB97M-V functional and the def2-TZVPD basis.

Results
* energy: -8834.020 eV
* spin multiplicity: 1
* energy above the lowest of the compared OMol25 structures with the same formula, charge and spin: 50.3 kcal per mole
* HOMO: -11.005 eV
* Kohn-Sham gap: 11.868 eV
* structure (SMILES): CC[C@@]1(C#N)CO1

Geometry (Å):
C1 1.6957 -0.5807 -0.7134
C2 0.7696 -0.0249 0.3704
C3 -0.7126 0.1333 0.0794
C4 -1.5778 0.6256 1.1521
O1 -1.0395 1.5516 0.2501
C5 -1.2885 -0.4423 -1.1255
N1 -1.7251 -0.8507 -2.1151
H1 1.8299 -1.6663 -0.6702
H2 2.6800 -0.1199 -0.5909
H3 1.3346 -0.3320 -1.7161
H4 0.9488 -0.4886 1.3449
H5 0.9019 1.0526 0.5065
H6 -2.6498 0.5306 1.0693
H7 -1.1673 0.6118 2.1583

3.
The molecule C5H7NO, computed with the ωB97M-V functional and the def2-TZVPD basis.

Results
* energy: -8831.085 eV
* spin multiplicity: 1
* energy above the lowest of the compared OMol25 structures with the same formula, charge and spin: 118.0 kcal per mole
* HOMO (spin up / spin down): -7.684 / -8.055 eV
* Kohn-Sham gap (spin up / spin down): 6.680 / 7.431 eV

Geometry (Å):
O1 -0.9715 -2.5433 -1.1285
C1 -1.2776 -1.3655 -0.9953
C2 -0.5338 -0.4242 -0.1825
C3 0.9581 -0.6233 0.0620
N1 0.9515 0.8543 0.3354
C4 0.4520 0.9635 1.5570
C5 -0.2304 1.0265 -0.5680
H1 -2.2251 -0.9767 -1.4351
H2 1.3543 -1.1851 0.9127
H3 1.5236 -0.8759 -0.8475
H4 0.8489 0.3476 2.3576
H5 -0.2125 1.7869 1.7989
H6 -0.8421 1.8806 -0.2589
H7 0.0820 1.1637 -1.6155

Number 2 is which compound?
C5H7NO